[1]
The molecule C5H4N2O2 at a distorted geometry, computed with wB97M-V/def2-TZVPD.

* highest occupied orbital energy: -0.384 hartree
* Kohn-Sham gap: 0.342 Ha
* ΔE to the lowest compared entry with this formula, charge and spin: 31.8 kcal/mol

Structure (ORCA input):
```
! RIJCOSX wB97M-V def2-TZVPD def2/J DEFGRID3
* xyz 0 1
H 3.639 0.321 -0.351
N 2.842 0.546 -0.970
C 1.814 0.156 -0.365
C 1.771 -0.680 0.851
C 0.473 -0.765 1.154
C -0.323 -0.034 0.104
C -1.808 0.005 0.050
O -2.469 -0.424 0.950
O -2.225 0.672 -1.012
N 0.419 0.482 -0.814
H 2.666 -1.090 1.303
H 0.052 -1.242 2.055
H -3.194 0.746 -0.781
*
```



[2]
A structure of composition C44H60N7O4PSc at a distorted geometry, computed with wB97M-V/def2-TZVPD.

* highest occupied orbital energy: -0.336 hartree
* Kohn-Sham gap: 0.226 Ha
* ΔE to the lowest compared entry with this formula, charge and spin: 30.0 kcal/mol

Structure (ORCA input):
```
! RIJCOSX wB97M-V def2-TZVPD def2/J DEFGRID3
* xyz 1 1
Sc 0.707 -0.147 0.169
C -6.890 -0.676 -0.239
O -6.906 -2.086 -0.279
C -6.015 -2.777 0.459
C -5.002 -2.206 1.228
C -4.144 -3.005 1.951
C -4.280 -4.400 1.946
C -5.313 -4.966 1.183
C -6.151 -4.174 0.443
N -3.561 -5.281 2.735
N -2.446 -5.069 3.211
C -1.602 -4.026 2.892
C -1.096 -3.222 3.904
C -0.334 -2.095 3.627
C 0.002 -1.755 2.317
O 0.659 -0.671 1.989
C -0.348 -2.682 1.279
N 0.158 -2.422 0.039
C -0.086 -3.291 -0.925
C -0.860 -4.442 -0.742
C -1.403 -4.702 0.493
C -1.151 -3.819 1.555
H -7.695 -0.357 -0.900
H -5.938 -0.276 -0.602
H -7.084 -0.305 0.772
H -4.876 -1.136 1.272
H -3.400 -2.528 2.571
H -5.428 -6.039 1.191
H -6.948 -4.600 -0.144
H -1.387 -3.439 4.920
H -0.020 -1.444 4.429
H 0.349 -3.072 -1.896
H -1.016 -5.113 -1.570
H -1.993 -5.591 0.660
C 2.445 6.293 -2.875
C 2.011 4.872 -3.002
C 2.898 3.829 -2.749
C 2.484 2.513 -2.752
C 3.484 1.425 -2.532
C 1.132 2.211 -3.035
C 0.566 0.912 -2.786
O 0.926 0.133 -1.887
C 0.258 3.250 -3.441
C -1.159 2.971 -3.812
C 0.711 4.557 -3.386
H 3.499 6.359 -2.617
H 1.862 6.786 -2.095
H 2.272 6.835 -3.803
H 3.929 4.058 -2.523
H 4.496 1.821 -2.597
H 3.375 0.637 -3.275
H 3.338 0.983 -1.548
H -0.314 0.633 -3.384
H -1.723 2.651 -2.934
H -1.225 2.172 -4.548
H -1.628 3.860 -4.223
H 0.031 5.359 -3.631
C -5.020 2.621 -2.225
C -3.976 1.602 -1.871
C -4.081 0.287 -2.294
C -3.094 -0.622 -1.925
C -3.162 -2.048 -2.390
C -2.054 -0.202 -1.121
C -1.887 1.130 -0.655
C -2.890 2.017 -1.110
N -0.790 1.373 0.123
C -0.533 2.610 0.898
C -0.363 2.197 2.378
C 0.796 3.204 0.379
C -1.588 3.728 0.909
H -5.816 2.183 -2.821
H -4.575 3.443 -2.784
H -5.454 3.038 -1.317
H -4.910 -0.027 -2.909
H -4.036 -2.208 -3.017
H -3.219 -2.729 -1.541
H -2.274 -2.305 -2.968
H -1.312 -0.937 -0.809
H -2.876 3.061 -0.875
H 0.358 1.385 2.482
H -1.322 1.846 2.758
H -0.032 3.040 2.981
H 1.540 2.401 0.253
H 1.185 3.948 1.071
H 0.640 3.682 -0.584
H -2.569 3.328 1.147
H -1.626 4.270 -0.033
H -1.325 4.436 1.690
C 3.554 1.703 2.577
N 4.495 0.740 2.044
C 5.794 0.766 2.687
P 3.966 -0.549 1.144
O 2.815 -0.104 0.289
N 5.282 -0.991 0.217
C 5.977 -0.002 -0.580
C 5.914 -2.290 0.209
N 3.503 -1.838 2.092
C 2.908 -3.002 1.467
C 4.052 -2.108 3.403
H 3.483 1.630 3.666
H 2.570 1.514 2.148
H 3.879 2.717 2.322
H 5.699 0.718 3.776
H 6.309 1.698 2.438
H 6.396 -0.073 2.349
H 5.477 0.956 -0.482
H 5.991 -0.296 -1.632
H 7.013 0.102 -0.244
H 5.409 -2.956 0.897
H 6.964 -2.207 0.507
H 5.879 -2.729 -0.792
H 2.648 -2.764 0.434
H 2.001 -3.287 2.006
H 3.588 -3.859 1.481
H 4.330 -1.181 3.893
H 4.924 -2.770 3.358
H 3.281 -2.592 4.005
*
```



[3]
A cluster of 2 separate species, C12H29N7OP in total at a distorted geometry, computed with wB97M-V/def2-TZVPD.

* highest occupied orbital energy: -0.371 hartree
* Kohn-Sham gap: 0.211 Ha

Structure (ORCA input):
```
! RIJCOSX wB97M-V def2-TZVPD def2/J DEFGRID3
* xyz 1 1
C 6.904 3.054 1.455
C 5.746 3.834 0.824
N 4.646 4.130 1.754
N 3.569 3.227 1.655
N 3.858 1.937 1.523
C 2.846 1.127 1.454
C 1.487 1.528 1.518
C 1.254 2.864 1.628
C 2.350 3.757 1.701
N 2.171 5.118 1.843
H 7.784 3.065 0.818
H 6.586 2.011 1.523
H 7.107 3.379 2.474
H 6.162 4.805 0.543
H 5.403 3.385 -0.104
H 4.955 4.168 2.719
H 3.034 0.066 1.360
H 0.675 0.812 1.472
H 0.250 3.260 1.689
H 1.170 5.281 1.821
H 2.604 5.588 1.051
O -1.232 -1.259 0.149
P -2.181 -1.767 -0.932
N -3.639 -1.460 -0.096
C -4.710 -2.386 0.188
C -3.844 -0.162 0.516
N -1.733 -3.443 -0.864
C -2.197 -4.283 0.229
C -0.305 -3.646 -1.082
N -3.102 -2.026 -2.404
C -3.555 -0.746 -3.010
C -2.488 -2.830 -3.483
H -4.816 -3.140 -0.591
H -5.671 -1.864 0.235
H -4.559 -2.888 1.150
H -4.704 0.345 0.063
H -2.978 0.483 0.371
H -4.018 -0.244 1.595
H -2.024 -3.830 1.214
H -1.683 -5.244 0.202
H -3.254 -4.519 0.123
H 0.289 -3.429 -0.186
H 0.060 -3.000 -1.887
H -0.115 -4.677 -1.389
H -4.257 -0.239 -2.347
H -4.084 -0.930 -3.943
H -2.722 -0.069 -3.215
H -2.414 -3.872 -3.189
H -1.501 -2.461 -3.772
H -3.128 -2.809 -4.366
*
```



[4]
A structure of composition C50H58NO3P2RhSSeSi2, computed with wB97M-V/def2-TZVPD.

* highest occupied orbital energy (alpha / beta): -0.238 / -0.281 hartree
* Kohn-Sham gap (alpha / beta): 0.259 / 0.203 Ha
* ΔE to the lowest compared entry with this formula, charge and spin: 9.0 kcal/mol
* <S²>: 6.02

Structure (ORCA input):
```
! RIJCOSX wB97M-V def2-TZVPD def2/J DEFGRID3
* xyz 0 5
Rh 0.159 1.537 0.498
C -1.718 4.205 -1.795
Si -0.941 2.516 -1.468
C 0.432 2.464 -2.787
C 0.115 2.656 -4.138
C 1.097 2.871 -5.089
C 2.432 2.935 -4.702
C 2.770 2.759 -3.373
C 1.783 2.507 -2.418
P 2.218 2.255 -0.655
C 3.821 1.380 -0.669
C 3.858 0.017 -0.397
C 5.069 -0.661 -0.345
C 6.255 0.017 -0.570
C 6.230 1.379 -0.846
C 5.024 2.057 -0.885
C 2.647 3.907 -0.034
C 2.078 5.036 -0.619
C 2.296 6.292 -0.072
C 3.073 6.425 1.070
C 3.624 5.300 1.669
C 3.411 4.045 1.123
C -2.237 1.166 -1.792
C -2.156 0.292 -2.876
C -3.059 -0.751 -3.028
C -4.056 -0.948 -2.081
C -4.149 -0.091 -0.994
C -3.249 0.961 -0.843
P -3.357 2.169 0.534
C -2.765 1.276 2.007
C -2.509 2.063 3.132
C -2.041 1.491 4.303
C -1.797 0.124 4.355
C -2.031 -0.662 3.237
C -2.516 -0.091 2.067
C -5.174 2.227 0.782
C -5.833 1.725 1.897
C -7.214 1.843 2.012
C -7.949 2.458 1.012
C -7.298 2.966 -0.106
C -5.923 2.857 -0.215
H -2.357 4.119 -2.677
H -0.950 4.953 -2.004
H -2.323 4.549 -0.960
H -0.924 2.642 -4.449
H 0.826 3.005 -6.129
H 3.205 3.128 -5.435
H 3.811 2.810 -3.084
H 2.930 -0.521 -0.227
H 5.078 -1.718 -0.116
H 7.199 -0.509 -0.522
H 7.153 1.917 -1.017
H 5.026 3.127 -1.050
H 1.468 4.936 -1.509
H 1.855 7.164 -0.536
H 3.239 7.403 1.501
H 4.204 5.394 2.578
H 3.821 3.172 1.617
H -1.359 0.410 -3.603
H -2.980 -1.415 -3.880
H -4.760 -1.763 -2.190
H -4.933 -0.240 -0.259
H -2.663 3.135 3.079
H -1.839 2.112 5.165
H -1.407 -0.323 5.260
H -1.828 -1.725 3.273
H -2.689 -0.707 1.192
H -5.273 1.235 2.685
H -7.713 1.446 2.887
H -9.024 2.547 1.103
H -7.864 3.453 -0.890
H -5.419 3.260 -1.087
Se 2.423 2.207 4.564
C 1.334 2.366 3.190
N 0.606 2.475 2.273
C 3.411 -3.214 -2.430
C 1.937 -3.344 -2.091
C 1.470 -4.775 -2.315
C 1.111 -2.367 -2.919
O 1.829 -3.020 -0.682
Si 0.523 -2.692 0.233
S 0.097 -0.616 -0.184
O 0.775 -2.933 1.802
C 1.832 -2.787 2.768
C 3.050 -3.564 2.290
C 2.142 -1.306 2.930
C 1.286 -3.372 4.061
O -0.786 -3.507 -0.252
C -1.626 -4.528 0.321
C -2.450 -3.908 1.439
C -0.774 -5.673 0.858
C -2.522 -4.998 -0.815
H 3.575 -3.481 -3.475
H 4.006 -3.879 -1.804
H 3.750 -2.190 -2.280
H 1.626 -5.059 -3.357
H 0.411 -4.868 -2.088
H 2.033 -5.459 -1.678
H 1.215 -2.609 -3.978
H 1.454 -1.342 -2.763
H 0.053 -2.420 -2.657
H 3.398 -3.181 1.330
H 2.803 -4.621 2.168
H 3.857 -3.477 3.018
H 2.490 -0.875 1.988
H 2.922 -1.159 3.677
H 1.255 -0.757 3.248
H 0.953 -4.398 3.901
H 0.442 -2.782 4.419
H 2.058 -3.372 4.831
H -1.791 -3.512 2.212
H -3.104 -4.657 1.888
H -3.069 -3.098 1.048
H -0.119 -5.322 1.657
H -0.163 -6.107 0.069
H -1.419 -6.456 1.261
H -3.044 -4.144 -1.248
H -3.257 -5.714 -0.448
H -1.932 -5.475 -1.598
*
```



[5]
The molecule C2H6N2OS at a distorted geometry, computed with wB97M-V/def2-TZVPD.

* highest occupied orbital energy: -0.291 hartree
* Kohn-Sham gap: 0.320 Ha
* ΔE to the lowest compared entry with this formula, charge and spin: 72.5 kcal/mol

Structure (ORCA input):
```
! RIJCOSX wB97M-V def2-TZVPD def2/J DEFGRID3
* xyz 0 1
O -1.218 0.556 1.270
C -0.833 -0.160 0.126
C 0.399 -1.007 0.509
S 1.800 -0.242 -0.393
N 0.756 1.187 -0.710
N -0.462 0.679 -0.995
H -0.474 0.675 1.930
H -1.567 -0.844 -0.120
H 0.787 -1.085 1.607
H 0.485 -2.051 0.249
H 1.063 1.738 -1.521
H -0.736 0.554 -1.952
*
```



[6]
A structure of composition C12H48BeN24O16S at a distorted geometry, computed with wB97M-V/def2-TZVPD.

* highest occupied orbital energy: -0.318 hartree
* Kohn-Sham gap: 0.290 Ha
* ΔE to the lowest compared entry with this formula, charge and spin: 152.0 kcal/mol

Structure (ORCA input):
```
! RIJCOSX wB97M-V def2-TZVPD def2/J DEFGRID3
* xyz 0 1
Be 0.033 -0.595 -0.368
S -1.174 1.288 -2.541
O -1.143 1.484 -1.113
O -0.677 -0.051 -2.703
O -2.492 1.353 -3.004
O -0.283 2.281 -3.112
C 3.485 1.929 3.930
O 3.057 1.321 4.834
N 2.889 2.361 2.806
N 4.732 2.272 3.923
H 1.883 2.285 2.842
H 3.463 2.848 2.133
H 5.217 2.053 4.781
H 5.137 2.820 3.177
C -2.844 3.979 0.149
O -3.445 4.868 0.796
N -1.684 3.401 0.465
N -3.128 3.531 -1.015
H -1.364 2.551 0.022
H -1.109 3.700 1.240
H -3.906 4.011 -1.444
H -2.559 2.795 -1.409
C 2.878 -2.393 0.914
O 1.995 -1.488 0.888
N 2.672 -3.510 1.622
N 4.049 -2.441 0.409
H 3.056 -4.199 0.992
H 1.773 -3.663 2.057
H 4.473 -1.598 0.049
H 4.649 -3.144 0.816
C -2.890 -2.035 -1.306
O -2.083 -1.631 -0.530
N -3.084 -1.668 -2.498
N -3.733 -2.885 -0.942
H -3.420 -2.277 -3.230
H -2.535 -0.873 -2.792
H -3.515 -3.273 -0.036
H -4.049 -3.394 -1.756
C -4.806 0.526 1.690
O -5.336 -0.292 2.393
N -4.582 0.262 0.439
N -4.537 1.747 1.950
H -4.215 0.856 -0.291
H -4.750 -0.701 0.187
H -4.626 2.030 2.915
H -4.109 2.268 1.199
C 1.656 -2.368 5.071
O 1.383 -3.550 4.978
N 1.933 -1.533 4.076
N 1.764 -1.726 6.225
H 2.278 -0.658 4.445
H 1.931 -1.704 3.081
H 1.755 -2.311 7.048
H 2.144 -0.790 6.242
C -0.875 0.804 -6.378
O -0.743 0.566 -7.549
N -0.471 1.874 -5.821
N -1.468 0.003 -5.478
H -0.060 2.583 -6.413
H -0.529 1.898 -4.813
H -1.945 -0.793 -5.877
H -1.178 0.050 -4.512
C -0.551 1.017 2.857
O -0.113 0.841 1.727
N -0.614 2.115 3.549
N -1.199 0.188 3.474
H -1.025 2.032 4.467
H -0.344 2.942 3.035
H -1.727 0.419 4.304
H -1.095 -0.743 3.098
C -1.190 -3.037 2.238
O -0.543 -2.165 1.760
N -0.799 -4.147 2.807
N -2.505 -2.960 2.395
H 0.131 -4.276 3.180
H -1.527 -4.644 3.300
H -2.972 -3.537 3.080
H -3.021 -2.385 1.745
C 2.578 0.418 -2.975
O 2.056 0.200 -1.878
N 3.788 0.085 -3.223
N 1.939 1.090 -3.991
H 4.282 0.467 -4.017
H 4.284 -0.400 -2.489
H 1.042 1.504 -3.780
H 2.483 1.512 -4.730
C 2.099 4.194 -1.497
O 3.028 4.930 -1.181
N 1.908 3.022 -0.920
N 1.181 4.465 -2.270
H 2.408 2.845 -0.061
H 1.087 2.550 -1.271
H 1.127 5.331 -2.786
H 0.603 3.681 -2.539
C 0.826 -3.351 -2.243
O 0.172 -2.853 -1.365
N 0.724 -2.874 -3.436
N 1.580 -4.412 -2.115
H 1.279 -3.230 -4.201
H 0.158 -2.047 -3.562
H 1.674 -5.042 -1.331
H 1.848 -4.803 -3.007
*
```



[7]
The molecule C5H10N2O at a distorted geometry, computed with wB97M-V/def2-TZVPD.

* highest occupied orbital energy: -0.231 hartree
* Kohn-Sham gap: 0.247 Ha
* ΔE to the lowest compared entry with this formula, charge and spin: 113.3 kcal/mol

Structure (ORCA input):
```
! RIJCOSX wB97M-V def2-TZVPD def2/J DEFGRID3
* xyz 0 1
C 0.259 -0.289 0.611
C 1.607 -0.425 1.242
C -0.174 -1.228 -0.423
N -1.115 -0.282 -1.144
C -0.131 1.001 -0.680
C -0.748 2.196 -0.396
O -0.789 0.027 1.526
N 0.350 -2.265 -0.920
H -0.826 -0.684 2.180
H -1.247 -0.389 -2.147
H -1.994 -0.133 -0.645
H -0.023 -2.516 -1.835
H 0.721 1.001 -1.354
H 1.868 0.522 1.722
H 2.365 -0.671 0.497
H 1.633 -1.208 2.011
H -1.562 2.232 0.318
H -0.194 3.110 -0.564
*
```



[8]
The molecule C3H6N2OS2 at a distorted geometry, computed with wB97M-V/def2-TZVPD.

* highest occupied orbital energy: -0.331 hartree
* Kohn-Sham gap: 0.308 Ha
* ΔE to the lowest compared entry with this formula, charge and spin: 60.2 kcal/mol

Structure (ORCA input):
```
! RIJCOSX wB97M-V def2-TZVPD def2/J DEFGRID3
* xyz 0 1
H -1.111 -0.942 -1.896
N -0.213 -0.529 -2.062
C 0.104 0.099 -1.061
N 1.287 0.754 -1.015
C -0.684 0.381 0.185
O -1.102 1.684 0.536
C -0.067 -0.481 1.312
S 0.801 0.221 2.530
S -0.618 -1.998 1.023
H 1.947 0.776 -1.849
H 1.772 0.528 -0.155
H -1.684 -0.078 -0.032
H -0.310 2.351 0.322
H -0.122 -2.766 2.162
*
```



[9]
The molecule C6H7NS at a distorted geometry, computed with wB97M-V/def2-TZVPD.

* highest occupied orbital energy: -0.308 hartree
* Kohn-Sham gap: 0.321 Ha
* ΔE to the lowest compared entry with this formula, charge and spin: 69.5 kcal/mol

Structure (ORCA input):
```
! RIJCOSX wB97M-V def2-TZVPD def2/J DEFGRID3
* xyz 0 1
C 1.617 -0.845 2.373
C 0.539 -1.287 1.721
C -0.036 -0.648 0.520
C 0.508 0.650 0.102
C 0.923 1.618 -0.512
C 1.398 2.852 -1.103
N -1.064 -1.252 0.041
S -1.759 -0.618 -1.342
H 1.926 -1.329 3.296
H 2.058 0.111 2.143
H -0.035 -2.120 2.127
H 2.386 3.069 -0.660
H 1.515 2.798 -2.182
H 0.737 3.682 -0.847
H -2.694 -1.588 -1.297
*
```